Entry 1:
112
Properties=species:S:1:pos:R:3 method="wB97M-V/def2-TZVPD" e_lumo_ev="-14.64 / -14.64" s_squared=0.75 multiplicity=2 e_homo_ev="-17.13 / -17.12" total_charge=+4
Sn 0.97174 0.45782 -5.08760
Sn 4.35252 -0.37154 -2.06227
Sn 2.58551 3.86854 -2.05661
P 1.01003 0.56689 -1.69035
O 0.00835 0.22833 -0.65098
O 0.49163 1.69899 -2.62777
O 1.51415 -0.72376 -2.46447
O 2.19154 1.22277 -0.92849
C -3.90645 -0.53541 -0.64724
C -2.81925 -1.63042 -0.68224
C -3.48451 -2.96721 -1.13531
O -1.79634 -1.27950 -1.65779
H -3.35412 0.32796 -0.27624
H -4.74299 -0.88760 -0.04370
H -4.28812 -0.30909 -1.64284
H -2.46766 -1.65626 0.34918
H -3.33237 -3.20671 -2.18773
H -4.53888 -3.13935 -0.91904
H -3.05642 -3.68975 -0.44049
H -1.15158 -0.65331 -1.32049
C -0.71181 5.07265 2.95422
O 0.04385 4.60649 1.80845
C -0.62799 3.52036 1.16524
C -1.03185 2.28151 1.89831
N 0.01926 1.30475 1.86772
C -0.23361 0.05916 2.55171
C -0.70505 0.20343 3.99191
O -0.98508 -1.06051 4.58683
C 0.25184 -1.59530 5.09660
H -1.80165 5.06506 2.93749
H -0.33237 6.06793 3.18560
H -0.38063 4.50747 3.82543
H -0.08975 3.37511 0.22860
H -1.52076 3.97429 0.73513
H -2.01418 1.99342 1.52397
H -1.17778 2.62710 2.92172
H 0.19604 1.04894 0.90678
H 0.79917 -0.28934 2.55657
H -0.83148 -0.61430 1.93761
H -1.72565 0.58577 3.97506
H -0.19216 0.92631 4.62633
H 0.11650 -2.48086 5.71754
H 0.64889 -0.85402 5.79010
H 0.98645 -1.91355 4.35689
C 3.43909 -3.82170 1.53480
C 2.28230 -3.40105 0.57694
C 0.89531 -3.39068 1.29880
O 0.46481 -4.62691 1.87396
C -0.50723 -4.40496 2.93311
N 2.51894 -2.14264 -0.23669
H 4.40230 -3.62774 1.06288
H 3.32748 -4.88110 1.76570
H 3.44508 -3.16857 2.40742
H 2.20970 -4.21229 -0.14745
H 0.06382 -3.20283 0.61950
H 0.76876 -2.47624 1.87834
H -1.36710 -3.80048 2.64443
H 0.02269 -3.88653 3.73218
H -0.90118 -5.37412 3.23908
H 1.77910 -2.05642 -0.91881
H 2.18195 -1.42374 0.38759
C 1.55781 -4.06853 -3.45739
C 0.38545 -3.56225 -4.27901
C -0.69474 -4.56483 -4.61096
O -0.02043 -5.58838 -5.38581
C -0.73667 -6.66119 -5.85543
N -0.11494 -2.22576 -3.80131
H 2.26417 -4.58480 -4.10749
H 1.25804 -4.83626 -2.74407
H 2.14363 -3.24662 -3.04583
H 0.85593 -3.34509 -5.23797
H -1.47563 -4.10236 -5.21463
H -1.13175 -4.98808 -3.70653
H -0.16611 -7.57819 -5.70819
H -1.07886 -6.59449 -6.88817
H -1.63242 -6.89936 -5.28184
H 0.56737 -1.70975 -3.26438
H -0.81538 -2.18661 -3.07472
C 4.33797 4.28228 1.96897
C 3.65632 2.94975 1.68398
C 3.47942 1.87206 2.80362
O 4.58211 1.93998 3.75049
C 4.77453 0.71257 4.45999
N 2.48898 3.15243 0.85477
H 3.78333 5.08897 2.44825
H 4.85411 4.61658 1.06899
H 5.08823 4.00061 2.70781
H 4.35180 2.46261 1.00054
H 3.31833 0.87900 2.38411
H 2.63930 2.17630 3.42790
H 5.49003 0.04626 3.97814
H 3.84005 0.18390 4.64806
H 5.21111 0.80056 5.45485
H 1.67293 3.32763 1.42352
H 2.29087 2.23161 0.49017
C -2.57852 4.05413 -3.89989
C -2.35955 3.52731 -2.48783
C -3.52236 3.97214 -1.52532
O -3.52133 5.27139 -1.16848
C -4.74267 5.80648 -0.89948
N -2.11921 2.11041 -2.46403
H -2.39156 5.12380 -3.99456
H -3.58578 3.97725 -4.30931
H -1.97736 3.56941 -4.66914
H -1.45356 4.04030 -2.16517
H -3.47604 3.37481 -0.61475
H -4.51305 3.68777 -1.87996
H -4.72742 6.86793 -0.65211
H -5.26192 5.26234 -0.11057
H -5.46997 5.74610 -1.70911
H -2.11810 1.82431 -1.49541
H -1.11928 1.96829 -2.47039

Entry 2:
9
Properties=species:S:1:pos:R:3 method="wB97M-V/def2-TZVPD" e_lumo_ev=0.17 e_homo_ev=-8.05 relative_energy_kj_mol=500.7 total_charge=0
C -0.19478 0.58714 -0.44720
C 0.29949 -0.75758 -0.70310
C 0.83211 -0.12137 0.32740
N -0.87465 -0.58160 2.11284
I 2.39822 -0.07621 1.66131
I -1.98202 0.60143 1.03070
H -0.06024 1.44563 -1.08731
H 0.12749 -1.67211 -1.21413
H -0.57189 -0.05040 2.92979

Entry 3:
9
Properties=species:S:1:pos:R:3 method="wB97M-V/def2-TZVPD" e_lumo_ev="-17.25 / -16.39" s_squared=0.75 multiplicity=2 e_homo_ev="-22.65 / -22.65" relative_energy_kj_mol=0.0 total_charge=+3
O -0.79420 1.36304 0.49577
C -1.56574 0.40733 0.42395
H -2.48612 0.42046 1.02881
C -1.29612 -0.77629 -0.31967
C -0.93227 -1.78868 -0.87740
H -0.91018 -2.64371 -1.54359
C 3.76434 -0.13702 0.40200
O 2.94373 0.64457 0.32609
Ce 1.27655 2.51030 0.06403

Entry 4:
5
Properties=species:S:1:pos:R:3 method="wB97M-V/def2-TZVPD" e_lumo_ev=5.68 e_homo_ev=-3.32 relative_energy_kj_mol=0.0 total_charge=-1
O -1.00098 0.02512 -0.67667
H -1.64992 -0.12276 0.02505
O 1.03277 0.06702 0.63886
H 1.59376 -0.59557 0.22407
H -0.00910 0.01479 -0.08740

Entry 5:
62
Properties=species:S:1:pos:R:3 method="wB97M-V/def2-TZVPD" e_lumo_ev="-0.58 / -0.59" s_squared=6.01 multiplicity=5 e_homo_ev="-7.81 / -7.79" relative_energy_kj_mol=213.0 total_charge=0
Fe -1.99690 -0.04090 0.09917
I -4.76142 0.52285 0.10747
Cl -1.34481 1.76569 3.19571
O -0.19382 1.28434 3.92076
O -0.75657 2.84088 2.43085
O -1.67002 0.74340 2.23467
O -2.41552 2.16807 4.11584
C 3.59603 1.45965 -2.86754
C 2.65651 2.63952 -3.30093
O 1.38409 2.12369 -3.04662
S 1.35530 1.39260 -1.52150
O 0.18123 0.53014 -1.31601
O 1.63846 2.38509 -0.47101
O 2.80097 0.63549 -1.98480
H 4.40089 1.76394 -2.19844
H 3.73453 0.84119 -3.75435
H 2.77319 2.76717 -4.37712
H 2.80535 3.46874 -2.60929
C -0.94366 5.13482 -2.79492
C -2.36938 4.76357 -3.14955
O -2.80871 4.30729 -1.86366
S -1.69923 3.72214 -0.75999
O -1.71550 2.28583 -0.71353
O -1.80423 4.65860 0.36781
O -0.47818 4.13616 -1.89162
H -1.09893 6.04802 -2.22043
H -0.35733 5.36789 -3.68374
H -2.50072 4.14513 -4.03746
H -2.91708 5.68174 -3.36190
C 3.33620 -0.49697 1.61553
C 2.63787 -0.68618 2.94990
O 1.76856 -1.89650 2.75989
S 1.55923 -2.27066 1.15500
O 0.40006 -1.52832 0.66112
O 1.43082 -3.70276 1.02227
O 3.02178 -1.60733 0.86981
H 4.41606 -0.60874 1.71314
H 3.00364 0.45996 1.21329
H 2.10178 0.19962 3.29058
H 3.38791 -0.83001 3.72763
C 0.83904 -2.14990 -3.70837
C 1.25886 -2.90782 -2.55806
O 0.09944 -3.13208 -1.73589
S -1.36691 -2.56284 -2.33147
O -1.86798 -1.73173 -1.19460
O -2.17896 -3.58942 -2.96502
O -0.36052 -1.56610 -3.27249
H 0.72929 -2.82346 -4.55829
H 1.46620 -1.30355 -3.98848
H 2.10093 -2.54425 -1.96914
H 1.62929 -3.85450 -2.95135
C -1.57902 -3.32567 5.10433
C -2.36046 -4.53401 4.49166
O -2.68745 -4.28116 3.19761
S -2.82151 -2.66166 2.96570
O -4.11396 -2.15328 3.33449
O -2.22841 -2.21833 1.69765
O -1.81205 -2.25886 4.25979
H -0.50974 -3.52242 5.18192
H -1.82655 -3.23529 6.16200
H -3.25969 -4.83635 5.02838
H -1.70855 -5.38236 4.28330

Entry 6:
108
Properties=species:S:1:pos:R:3 method="wB97M-V/def2-TZVPD" e_lumo_ev=0.25 e_homo_ev=-7.25 total_charge=0
C -0.47529 -1.68946 1.70680
C -1.76639 -1.44708 2.44771
O -1.84544 -1.58201 3.64475
O -2.87070 -1.10473 1.72008
C -2.82390 0.27817 1.26587
C -2.83605 0.46617 -0.27355
C -2.55542 -0.79558 -1.11910
C -1.76543 -0.52818 -2.42477
C -0.25154 -0.78671 -2.31253
C 0.45940 0.04652 -1.22862
C 1.07296 1.39183 -1.75129
C 0.25247 2.61123 -1.29398
P 0.29620 3.00834 0.58681
H 0.04177 -0.76347 1.44221
H -0.67003 -2.26761 0.79773
H 0.21388 -2.29020 2.30724
H -3.72494 0.75804 1.66033
H -1.97167 0.75845 1.76347
H -2.12026 1.26448 -0.49685
H -3.81376 0.86227 -0.56411
H -2.03692 -1.59250 -0.58283
H -3.52844 -1.19734 -1.42959
H -1.99811 0.44640 -2.87543
H -2.12862 -1.26101 -3.14648
H 0.24805 -0.68774 -3.28340
H -0.13384 -1.84485 -2.03083
H 1.24582 -0.53857 -0.73526
H -0.24001 0.33448 -0.43761
H 1.19362 1.35623 -2.84156
H 2.08934 1.44963 -1.34992
H 0.68113 3.49274 -1.79953
H -0.78868 2.50610 -1.63427
H 1.30726 3.97578 0.40561
H 0.70775 1.68988 0.95191
H -1.06861 3.44875 0.48642
H 0.22686 3.32463 2.01933
C -5.59963 0.31825 -3.98619
C -4.86228 1.49214 -3.52539
N -4.28126 2.41385 -3.16252
H -4.94546 -0.31005 -4.58990
H -5.95641 -0.25594 -3.13236
H -6.45508 0.62821 -4.58578
C -1.32891 -4.09783 5.18115
C -0.57002 -5.32669 4.95362
N 0.01922 -6.29526 4.77125
H -1.87173 -3.82596 4.28086
H -2.03756 -4.24609 5.99444
H -0.65306 -3.28736 5.44269
C 4.65089 -1.03391 -1.48881
C 3.72560 -0.82372 -2.62763
N 2.99591 -0.65569 -3.49918
H 4.32980 -1.88910 -0.92846
H 5.65078 -1.19640 -1.87874
H 4.63534 -0.14870 -0.86490
C 5.70137 3.30679 -0.60695
C 4.58507 2.52740 -0.07907
N 3.70779 1.91533 0.33635
H 5.36336 3.90473 -1.45116
H 6.08698 3.96838 0.16621
H 6.49585 2.63852 -0.93561
C 7.52909 -1.87142 2.40526
C 6.55229 -1.76918 1.32015
N 5.77963 -1.68746 0.47286
H 7.28424 -2.71969 3.04189
H 8.52657 -2.01098 1.99451
H 7.51568 -0.96711 2.99708
C -3.82498 1.41090 4.64732
C -3.41617 2.81479 4.71321
N -3.09554 3.91594 4.76493
H -4.40783 1.23491 3.74630
H -2.94303 0.76967 4.63078
H -4.42812 1.16157 5.50984
C 7.26596 -0.27328 6.62600
C 8.19997 -0.46708 5.51764
N 8.93219 -0.61847 4.64637
H 6.29019 0.01683 6.24026
H 7.16590 -1.19862 7.18997
H 7.63503 0.50891 7.28631
C -4.71902 -2.52009 5.43844
C -5.43082 -1.26169 5.64038
N -5.99095 -0.27269 5.79881
H -5.43188 -3.32963 5.28957
H -4.07663 -2.44405 4.56106
H -4.10671 -2.74254 6.31051
C 1.72074 6.84790 -2.86166
C 2.22359 6.05367 -1.74233
N 2.61228 5.43171 -0.85944
H 0.83825 6.37043 -3.28435
H 1.45569 7.84529 -2.51634
H 2.48616 6.92801 -3.63111
C -0.88985 0.49270 -6.13980
C -2.05268 -0.21451 -5.60633
N -2.96098 -0.77271 -5.18025
H -1.18991 1.11876 -6.97953
H -0.45190 1.12030 -5.36452
H -0.14472 -0.22491 -6.47855
C -4.54260 0.86934 -8.24011
C -3.45466 1.74215 -8.69140
N -2.60190 2.42480 -9.04379
H -4.14632 -0.10552 -7.96136
H -5.03623 1.31069 -7.37617
H -5.26996 0.74346 -9.03995
C -0.55120 -6.42960 1.48601
C -0.59923 -5.39318 0.45418
N -0.64295 -4.57760 -0.35280
H -0.78186 -5.99609 2.45337
H -1.27699 -7.20943 1.26244
H 0.44314 -6.86917 1.52568

Number 1: E_tot -83716.6083 eV. Number 2: E_tot -20844.8859 eV. Number 3: E_tot -21166.2757 eV. Number 4: E_tot -4143.8276 eV. Number 5: E_tot -169003.3713 eV. Number 6: E_tot -67472.5865 eV.